Record 1
Below is C29H50BBe2BrClF11N5O11P3S as an isolated structure, with properties calculated with ωB97M-V with the def2-TZVPD basis set.

Cartesian coordinates (Å):
N  -1.52  -0.72  0.84
P  -2.23  0.69  0.77
C  -1.31  1.65  -0.51
C  -2.07  2.12  -1.59
C  -1.41  2.84  -2.62
N  -1.97  3.39  -3.73
S  -0.75  4.05  -4.54
N  0.55  3.74  -3.59
C  0.00  3.08  -2.57
C  0.75  2.61  -1.43
C  2.15  2.85  -1.34
C  3.04  1.73  -1.12
C  4.38  1.99  -0.99
C  4.80  3.34  -1.09
N  4.03  4.43  -1.32
C  2.77  4.18  -1.44
C  0.08  1.88  -0.38
C  0.82  1.37  0.84
C  1.18  2.58  1.74
O  0.40  3.41  2.07
Cl  2.89  2.63  2.30
H  -2.17  -1.47  0.63
H  -3.58  0.48  0.43
H  -2.09  1.32  2.04
H  -3.14  1.97  -1.68
H  2.59  0.71  -1.04
H  5.06  1.16  -0.83
H  5.87  3.53  -0.96
H  2.10  5.04  -1.62
H  0.20  0.71  1.48
H  1.73  0.79  0.61
C  -7.54  -4.38  -1.88
C  -6.37  -4.09  -0.96
O  -5.76  -2.86  -1.24
C  -6.41  -1.78  -0.76
O  -7.42  -1.79  -0.12
O  -5.73  -0.70  -1.15
C  -6.35  0.53  -0.79
H  -7.23  -4.30  -2.92
H  -7.93  -5.39  -1.70
H  -8.33  -3.66  -1.70
H  -5.55  -4.93  -1.16
H  -6.66  -4.14  0.09
H  -6.57  0.57  0.28
H  -7.26  0.68  -1.37
H  -5.66  1.34  -1.02
C  0.32  2.65  4.79
O  0.06  2.62  6.18
C  1.16  2.19  6.97
C  1.75  3.35  7.76
N  2.43  4.30  6.87
C  2.77  5.57  7.50
C  1.63  6.43  8.05
O  0.80  6.99  7.06
C  -0.23  6.12  6.58
H  -0.63  2.77  4.27
H  0.97  3.49  4.52
H  0.78  1.71  4.45
H  1.93  1.69  6.36
H  0.77  1.46  7.68
H  2.46  2.96  8.49
H  0.92  3.82  8.30
H  1.83  4.49  6.08
H  3.30  6.16  6.75
H  3.49  5.37  8.31
H  2.09  7.32  8.57
H  1.04  5.92  8.82
H  -0.60  5.44  7.35
H  0.13  5.56  5.71
H  -1.05  6.75  6.24
Be  3.60  7.45  9.60
Br  -4.32  -5.23  0.07
O  -1.52  -6.03  -3.62
P  -0.04  -6.19  -3.72
O  0.25  -7.48  -2.78
C  -0.13  -8.78  -3.25
C  0.89  -9.35  -4.22
O  0.41  -4.99  -2.66
C  -0.44  -3.88  -2.45
C  -1.19  -4.05  -1.14
O  1.50  -6.19  -4.31
C  1.81  -5.33  -5.44
C  2.13  -3.92  -4.99
H  -1.12  -8.74  -3.72
H  -0.20  -9.43  -2.38
H  0.91  -8.77  -5.15
H  0.66  -10.38  -4.47
H  1.89  -9.30  -3.79
H  -1.12  -3.73  -3.29
H  0.20  -2.99  -2.39
H  -1.75  -4.99  -1.14
H  -1.89  -3.23  -0.99
H  -0.49  -4.09  -0.30
H  0.98  -5.34  -6.15
H  2.67  -5.76  -5.93
H  1.22  -3.38  -4.71
H  2.59  -3.36  -5.80
H  2.79  -3.92  -4.13
F  3.10  -0.73  -0.52
O  -1.77  6.21  -1.41
H  -1.33  6.19  -0.56
H  -1.78  5.29  -1.70
Be  6.09  6.71  8.49
B  3.61  -11.87  -3.12
F  3.38  -11.21  -4.35
F  2.36  -12.29  -2.59
F  4.43  -12.99  -3.34
F  4.23  -10.98  -2.22
F  2.91  5.79  -3.52
P  2.41  6.97  -4.58
F  2.53  7.80  -3.17
F  1.63  5.73  -5.34
F  3.70  6.52  -5.48
F  2.82  8.38  -5.31
F  0.87  7.53  -4.65

## Properties
Gap between HOMO and LUMO   0.86 eV
LUMO level   -7.27 eV
M   1122.90 u
2S+1   1
HOMO energy   -8.13 eV

---

Record 2
Below is a single C4H3Cl2FS molecule, with properties calculated with ωB97M-V with the def2-TZVPD basis set.

Cartesian coordinates (Å):
C  0.63  -1.23  -0.15
C  0.89  0.27  -0.40
C  -0.15  1.16  -0.08
C  -1.39  0.81  0.44
H  -0.05  2.29  -0.54
H  -1.72  -0.14  0.56
H  -2.11  1.62  0.52
F  0.16  -1.28  1.15
S  2.44  0.73  -0.59
Cl  2.07  -2.26  0.16
Cl  -0.77  -1.96  -1.07

## Properties
Gap between HOMO and LUMO   7.71 eV
LUMO level   -1.56 eV
M   173.04 u
2S+1   1
Relative energy (zero: lowest compared OMol25 entry of this formula, charge and spin)   24.16 kcal per mole
SMILES   C=CC(=S)C(F)(Cl)Cl
HOMO energy   -9.28 eV

---

Record 3
Below is a 3-piece molecular cluster, C5H13NO2 overall, with properties calculated with ωB97M-V with the def2-TZVPD basis set.

Cartesian coordinates (Å):
N  3.55  -0.70  -0.22
C  2.28  -0.69  0.25
C  2.00  -1.53  1.32
C  -0.60  1.16  -1.50
C  0.25  0.10  -0.89
C  1.39  0.36  -0.27
H  4.03  -1.57  -0.42
H  3.96  0.20  -0.38
H  2.79  -2.15  1.74
H  1.16  -1.71  1.97
H  -1.19  0.87  -2.37
H  0.04  2.02  -1.74
H  -1.28  1.63  -0.78
H  -0.03  -0.94  -0.93
H  1.80  1.36  -0.11
H  -5.02  0.04  -0.70
H  -5.31  1.59  -0.59
O  -5.68  0.71  -0.49
H  -0.66  -0.18  1.81
H  -1.87  -0.30  2.63
O  -1.62  -0.28  1.69

## Properties
Gap between HOMO and LUMO (alpha / beta)   9.08 / 5.59 eV
LUMO level (alpha / beta)   -4.22 / -7.71 eV
M   119.16 u
2S+1   2
Relative energy (zero: lowest compared OMol25 entry of this formula, charge and spin)   39.23 kcal per mole
⟨S²⟩   0.766
Total charge   +1
HOMO energy (alpha / beta)   -13.30 / -13.30 eV

---

Record 4
Below is a single C6H9N molecule, with properties calculated with ωB97M-V with the def2-TZVPD basis set.

Cartesian coordinates (Å):
C  1.58  1.30  0.58
C  0.61  0.41  -0.21
C  -0.54  -0.16  0.65
C  -1.79  -0.41  -0.21
C  -1.84  -1.37  -1.31
C  1.34  -0.68  -0.86
N  1.92  -1.56  -1.34
H  2.35  1.71  -0.08
H  2.07  0.75  1.38
H  1.02  2.14  1.02
H  -0.77  0.56  1.44
H  -0.21  -1.09  1.13
H  -2.55  -1.01  0.36
H  -2.32  0.53  -0.43
H  -1.04  -2.12  -1.11
H  0.17  1.02  -1.01

## Properties
Gap between HOMO and LUMO   8.67 eV
LUMO level   -0.20 eV
M   95.14 u
2S+1   1
Relative energy (zero: lowest compared OMol25 entry of this formula, charge and spin)   100.70 kcal per mole
HOMO energy   -8.86 eV

---

Record 5
Below is C25H22BrIIrN2O4PS as an isolated structure, with properties calculated with ωB97M-V with the def2-TZVPD basis set.

Cartesian coordinates (Å):
Ir  0.11  0.46  0.73
O  -3.83  -1.24  0.19
S  -2.52  -0.74  0.17
O  -1.55  -1.99  -0.35
O  -1.88  -0.26  1.39
C  -2.21  0.36  -1.24
C  -3.21  1.21  -1.94
C  -2.36  0.90  -4.43
C  -1.35  -0.11  -4.95
C  -0.72  -1.07  -4.17
C  -1.15  -1.28  -2.87
P  -0.42  -2.15  -1.51
C  -0.18  -3.86  -1.78
C  1.12  -4.38  -1.85
C  1.28  -5.73  -2.13
C  0.17  -6.54  -2.32
C  -1.12  -6.02  -2.24
C  -1.30  -4.67  -1.97
C  1.09  -1.32  -0.96
C  1.58  -1.55  0.34
C  2.89  -1.16  0.66
C  3.69  -0.56  -0.30
C  3.20  -0.34  -1.59
C  1.92  -0.71  -1.92
H  -3.80  2.06  -1.62
H  -3.05  1.15  -5.24
H  -1.02  0.02  -5.97
H  0.11  -1.61  -4.59
H  1.99  -3.75  -1.70
H  2.28  -6.15  -2.19
H  0.31  -7.59  -2.53
H  -1.97  -6.66  -2.38
H  -2.31  -4.27  -1.90
H  1.03  -2.17  1.04
H  3.27  -1.36  1.65
H  4.71  -0.29  -0.05
H  3.84  0.12  -2.33
H  1.56  -0.54  -2.93
Br  -4.92  -0.19  -3.77
C  -3.17  0.40  -3.21
C  -1.53  2.12  -4.15
C  -0.76  2.44  -3.10
C  -0.35  1.77  -1.88
N  -0.86  0.94  -1.03
C  -2.41  -0.66  -2.41
H  -1.52  2.85  -4.96
H  -0.23  3.38  -3.20
H  0.64  2.10  -1.58
H  -3.11  -1.43  -2.10
N  1.21  0.27  4.81
C  0.93  0.74  3.61
O  0.78  -0.05  2.64
C  0.78  2.23  3.47
I  1.19  2.81  1.46
H  1.25  -0.73  4.96
H  1.34  0.88  5.60
H  1.45  2.79  4.12
H  -0.25  2.52  3.67

## Properties
Gap between HOMO and LUMO (alpha / beta)   3.53 / 3.56 eV
LUMO level (alpha / beta)   -12.29 / -12.27 eV
M   876.53 u
2S+1   2
Relative energy (zero: lowest compared OMol25 entry of this formula, charge and spin)   143.86 kcal per mole
⟨S²⟩   0.756
Total charge   +3
HOMO energy (alpha / beta)   -15.82 / -15.82 eV

---

Record 6
Below is a 2-piece molecular cluster, C4H5NO overall, with properties calculated with ωB97M-V with the def2-TZVPD basis set.

Cartesian coordinates (Å):
C  -0.23  -1.14  -1.17
C  1.60  -0.40  -0.24
N  1.37  0.74  0.07
C  0.42  1.36  0.82
C  -0.59  0.50  1.18
O  -0.54  -0.74  0.86
H  -1.12  -1.68  -0.85
H  0.51  -1.77  -1.64
H  -0.41  -0.19  -1.67
H  0.45  2.43  0.96
H  -1.48  0.89  1.69

## Properties
Gap between HOMO and LUMO (alpha / beta)   7.96 / 7.97 eV
LUMO level (alpha / beta)   -0.79 / -0.79 eV
M   83.09 u
2S+1   1
Relative energy (zero: lowest compared OMol25 entry of this formula, charge and spin)   121.94 kcal per mole
HOMO energy (alpha / beta)   -8.75 / -8.75 eV

---

Please write out number 4 again, unchanged.
Below is a single C6H9N molecule, with properties calculated with ωB97M-V with the def2-TZVPD basis set.

Cartesian coordinates (Å):
C  1.58  1.30  0.58
C  0.61  0.41  -0.21
C  -0.54  -0.16  0.65
C  -1.79  -0.41  -0.21
C  -1.84  -1.37  -1.31
C  1.34  -0.68  -0.86
N  1.92  -1.56  -1.34
H  2.35  1.71  -0.08
H  2.07  0.75  1.38
H  1.02  2.14  1.02
H  -0.77  0.56  1.44
H  -0.21  -1.09  1.13
H  -2.55  -1.01  0.36
H  -2.32  0.53  -0.43
H  -1.04  -2.12  -1.11
H  0.17  1.02  -1.01

## Properties
Gap between HOMO and LUMO   8.67 eV
LUMO level   -0.20 eV
M   95.14 u
2S+1   1
Relative energy (zero: lowest compared OMol25 entry of this formula, charge and spin)   100.70 kcal per mole
HOMO energy   -8.86 eV

---

2S+1 of number 3 (C5H13NO2)? 2

---

Copy entry 2 word for word.
Below is a single C4H3Cl2FS molecule, with properties calculated with ωB97M-V with the def2-TZVPD basis set.

Cartesian coordinates (Å):
C  0.63  -1.23  -0.15
C  0.89  0.27  -0.40
C  -0.15  1.16  -0.08
C  -1.39  0.81  0.44
H  -0.05  2.29  -0.54
H  -1.72  -0.14  0.56
H  -2.11  1.62  0.52
F  0.16  -1.28  1.15
S  2.44  0.73  -0.59
Cl  2.07  -2.26  0.16
Cl  -0.77  -1.96  -1.07

## Properties
Gap between HOMO and LUMO   7.71 eV
LUMO level   -1.56 eV
M   173.04 u
2S+1   1
Relative energy (zero: lowest compared OMol25 entry of this formula, charge and spin)   24.16 kcal per mole
SMILES   C=CC(=S)C(F)(Cl)Cl
HOMO energy   -9.28 eV